C53H60BI2NO11S4 | the ωB97M-V functional and the def2-TZVPD basis

Atoms and positions in Å:
I  -1.74692  1.97536  -0.49949
I  -1.40489  -1.61275  -3.94846
S  -2.33185  -3.84508  -0.97459
S  -6.02710  -2.21854  1.50967
S  -2.79802  -0.74871  1.12757
S  -5.10252  -3.43454  4.02022
O  -2.52960  -2.25805  -0.94312
O  4.69126  7.13566  3.48314
O  -1.83089  -4.28829  -2.24571
O  -2.87325  -3.05096  -7.64493
O  -6.28163  1.84704  3.19376
O  0.00125  0.40499  1.75886
O  4.89189  -0.40888  3.33722
O  -7.59893  -5.37926  -8.64334
O  -3.58825  -4.38363  -0.52711
O  9.96498  6.61580  4.28487
O  1.53292  -1.38933  1.92320
N  -6.09855  -0.92787  3.86756
C  2.24875  1.39535  -0.51867
C  -0.55215  -3.08654  1.07888
C  4.01032  1.67617  2.46024
C  -4.76269  -4.15828  -6.76611
C  -6.51855  -4.87836  -8.41407
C  -3.65971  -3.28306  -10.31750
C  -1.28661  -3.05496  2.43399
C  -6.29352  -5.13590  -4.67199
C  3.67760  1.26437  -0.02584
C  -5.76652  -2.05204  3.10253
C  1.78946  0.30598  -1.49396
C  8.52347  10.27991  2.88170
C  -2.72624  -3.59171  2.53265
C  -4.97893  0.01229  4.05798
C  -5.30936  -4.06857  -11.88081
C  7.15865  10.40554  2.64548
C  -4.43254  -3.75819  -9.26586
C  -4.28993  -4.07582  -5.46367
C  -6.77052  -5.22542  -5.96904
C  -5.04985  -4.56765  -4.41698
C  -7.27165  0.96415  2.69255
C  7.82906  5.63076  4.44700
C  -5.02233  1.19817  3.11715
C  3.99163  2.30987  1.06850
C  9.03908  9.09021  3.36526
C  -3.29904  -3.16228  3.88098
C  6.81840  8.15192  3.39779
C  1.69414  -1.41894  3.34057
C  -6.08804  -4.53483  -10.83620
C  5.25014  0.81151  2.71644
C  7.48004  3.40484  5.27524
C  -1.05403  -4.22940  0.19606
C  1.92850  -1.13626  -0.98219
C  0.69692  -2.03432  -0.83071
C  6.10756  3.55676  5.10641
C  -1.62262  -0.00709  -1.29986
C  -3.92913  -3.60541  -7.86921
C  5.59553  4.73655  4.59581
C  8.19075  8.02112  3.62192
C  -7.37593  -0.27507  3.55554
C  -5.65569  -4.37902  -9.52567
C  -4.09722  -3.43783  -11.62122
C  -0.37430  -1.74384  0.28880
C  5.24034  -1.57186  2.62586
C  -6.00488  -4.74469  -7.02303
C  -1.51595  0.03106  -2.65082
C  -1.45836  1.28795  -3.49405
C  6.45319  5.77565  4.25966
C  5.88053  7.03130  3.69343
C  -1.70325  -1.23166  -0.30981
C  8.33872  4.43974  4.94840
C  6.30785  9.34483  2.90276
C  8.76990  6.74437  4.13005
B  0.38476  -0.83802  1.37152
H  -3.37941  -3.19572  1.76549
H  -1.39611  -5.08035  0.77604
H  2.14720  2.35368  -1.03316
H  6.26406  -1.88753  2.84238
H  -1.27589  -2.07043  2.90142
H  -7.03344  -5.02313  -11.02565
H  -7.03692  0.71123  1.65480
H  -4.04452  -0.51887  3.88690
H  -3.14276  -2.09317  4.00207
H  -2.71150  -4.67922  2.51693
H  -7.81928  0.01534  4.51096
H  -6.88901  -5.51410  -3.85186
H  -4.83654  0.91344  2.07647
H  -1.33232  1.04239  -4.54109
H  -2.71809  -2.79773  -10.10321
H  5.13942  -1.43867  1.54666
H  4.53117  4.86366  4.45460
H  5.75347  0.64351  1.76161
H  2.40169  0.42441  -2.39015
H  -8.21978  1.49932  2.69869
H  -0.71840  -3.70316  3.10906
H  -4.99043  0.38272  5.08340
H  7.87762  2.47753  5.66575
H  -5.64607  -4.19457  -12.90110
H  -2.37451  1.86392  -3.37613
H  9.40647  4.33580  5.07962
H  5.93186  1.37944  3.34366
H  -3.32440  -3.62229  -5.29360
H  2.52754  -1.65194  -1.73896
H  0.77513  0.55295  -1.78997
H  4.56548  -2.36807  2.93258
H  4.39297  1.37482  -0.84158
H  1.58983  1.44628  0.34881
H  -3.88877  -0.56983  0.37609
H  -4.67697  -4.51270  -3.40386
H  0.89064  -0.90216  3.86191
H  -7.73389  -5.66975  -6.17565
H  0.47250  -3.36595  1.31241
H  0.19667  -2.07913  -1.79631
H  -3.49288  -3.06930  -12.43929
H  -0.24182  -4.58137  -0.43479
H  0.70756  0.88599  2.19027
H  2.65372  -0.97074  3.59417
H  6.75932  11.33486  2.26226
H  5.24518  9.43216  2.72628
H  -8.06032  -0.97464  3.08032
H  9.18507  11.11298  2.68620
H  4.90939  2.85485  0.85318
H  3.12905  1.04005  2.56548
H  5.43725  2.74940  5.37189
H  1.70593  -2.45700  3.67129
H  2.56692  -1.18070  -0.10177
H  3.93701  2.47128  3.20337
H  -0.61523  1.90832  -3.19186
H  1.09315  -3.03546  -0.67442
H  10.09846  8.98038  3.54872
H  -2.86131  -3.70596  4.71290
H  3.19165  3.05385  1.06589
H  -4.26941  1.91698  3.43482
H  3.84095  0.27578  0.40582

Forces on the atoms, in the same order (eV/Å):
I 0.0 -0.4 0.1
I 0.0 -0.1 0.1
S -0.5 -1.1 0.2
S -0.3 -0.1 0.0
S 0.3 0.3 -0.3
S 0.3 -0.2 0.6
O 0.8 0.0 -0.6
O 0.0 0.0 0.0
O -0.3 0.5 0.2
O 0.0 0.0 0.0
O 0.1 0.0 0.0
O -0.5 -0.1 -0.2
O 0.0 0.1 0.1
O 0.0 0.0 0.0
O 0.4 0.5 -0.2
O 0.0 0.0 0.0
O -0.5 -0.2 0.0
N -0.2 -0.2 -0.8
C 0.0 -0.1 -0.2
C -0.4 -0.1 0.0
C 0.1 0.3 -0.1
C -0.1 0.0 -0.1
C -0.1 0.0 0.0
C 0.0 0.0 -0.1
C -0.2 -0.5 0.3
C 0.0 0.0 0.0
C 0.4 0.4 0.3
C 0.0 0.2 -0.3
C 0.2 0.4 0.3
C 0.0 0.0 0.0
C 0.3 0.2 0.5
C 0.1 -0.2 0.5
C 0.0 0.0 0.0
C 0.0 0.0 0.0
C -0.1 0.0 0.1
C 0.0 0.0 0.0
C 0.0 0.0 0.1
C 0.0 0.0 0.0
C 0.0 0.2 -0.1
C -0.1 0.1 0.0
C -0.4 0.2 0.0
C -0.5 -0.2 0.0
C 0.0 0.1 0.0
C -0.4 0.1 -0.7
C 0.1 -0.1 0.0
C 0.4 0.0 0.0
C 0.0 0.0 -0.1
C -0.4 0.4 -0.3
C 0.0 0.0 0.0
C 0.5 0.3 -0.2
C 0.5 -0.2 -0.7
C -0.2 0.3 -0.1
C 0.0 0.0 0.0
C 0.1 -0.2 -0.9
C 0.1 0.0 0.0
C 0.0 -0.1 0.0
C -0.1 -0.1 0.0
C -0.1 0.3 0.2
C 0.0 0.0 0.1
C 0.0 0.0 0.0
C 0.6 -0.3 -0.1
C 0.1 -0.2 0.0
C 0.1 0.0 0.0
C -0.2 -0.2 0.7
C 0.1 -0.1 0.1
C 0.1 0.1 0.0
C -0.1 0.0 0.0
C -0.8 1.0 0.7
C 0.0 -0.1 0.0
C 0.0 0.1 0.0
C 0.1 0.0 0.0
B 0.4 0.1 0.1
H 0.0 -0.3 -0.2
H -0.2 0.0 0.0
H 0.0 0.1 0.1
H 0.1 0.0 0.0
H 0.2 0.2 -0.1
H 0.0 0.0 0.1
H 0.0 -0.1 -0.1
H 0.0 0.1 0.2
H 0.3 -0.1 0.3
H -0.2 -0.1 -0.3
H 0.0 0.0 0.1
H 0.0 0.0 0.0
H 0.1 -0.1 0.0
H 0.0 0.0 -0.1
H 0.0 0.0 0.1
H -0.1 0.0 -0.1
H 0.0 0.1 0.0
H 0.1 -0.2 0.0
H 0.0 -0.1 -0.1
H 0.0 0.0 0.1
H 0.2 0.1 0.1
H 0.0 0.0 0.1
H 0.0 0.0 0.0
H 0.0 0.0 0.0
H 0.0 0.1 0.0
H 0.0 0.1 0.0
H 0.3 -0.1 0.2
H 0.0 0.0 0.0
H 0.0 -0.1 0.0
H -0.1 -0.2 0.0
H 0.0 0.0 0.1
H -0.1 -0.1 -0.2
H -0.1 0.0 -0.1
H -0.1 0.0 -0.1
H 0.0 0.0 0.1
H -0.1 0.1 0.0
H 0.0 0.0 -0.1
H 0.1 0.0 0.0
H -0.1 0.0 0.0
H 0.0 0.0 0.0
H -0.1 0.0 -0.1
H 0.2 0.1 0.4
H 0.0 0.1 0.1
H 0.0 0.0 0.0
H 0.0 -0.1 0.0
H 0.1 -0.2 0.0
H 0.0 0.0 0.0
H 0.2 0.0 0.1
H -0.1 0.0 0.0
H 0.0 0.0 0.0
H -0.1 -0.1 0.0
H -0.2 0.1 0.2
H 0.0 -0.1 0.2
H 0.0 0.1 0.1
H 0.0 -0.1 0.1
H 0.0 -0.1 0.0
H 0.1 0.1 0.1
H 0.1 0.2 -0.1
H 0.1 0.1 -0.1
H 0.0 -0.1 -0.1

Calculated values
LUMO   -1.1 eV
Kohn-Sham gap   6.89 eV
E_tot   -5150.97553 Ha
F_max   1.46 eV/A